Density functional theory data (ωB97M-V/def2-TZVPD) for the ion C4H12N3 with charge +1.

Values from the calculation:
- Energy above the lowest of the compared OMol25 structures with the same formula, charge and spin: 353.7 kJ/mol
- Net charge: +1
- SMILES: N/C=[NH+]\CCCN
- Orbital gap: 7.5 eV
- HOMO level: -0.48240 hartree

Cartesian coordinates (Å):
N  -0.79  -2.27  0.58
C  0.50  -1.93  0.93
N  1.25  -1.04  0.34
C  1.29  0.47  0.34
C  0.74  1.14  -0.93
C  -0.73  1.79  -0.66
N  -1.75  0.67  -0.39
H  -1.13  -3.12  0.96
H  -1.06  -2.13  -0.34
H  0.96  -2.37  1.84
H  2.06  -1.26  -0.28
H  0.71  0.65  1.25
H  2.28  0.74  0.64
H  1.26  2.04  -1.30
H  0.64  0.48  -1.82
H  -0.66  2.48  0.20
H  -1.18  2.29  -1.59
H  -2.71  1.03  -0.33
H  -1.68  0.34  0.54

=====

Density functional theory data (ωB97M-V/def2-TZVPD) for a cluster of 2 separate species, C6H12N2 in total.

Values from the calculation:
- Energy above the lowest of the compared OMol25 structures with the same formula, charge and spin: 85.7 kJ/mol
- SMILES: Cc1c[nH]cn1.CC
- Orbital gap: 9.5 eV
- HOMO level: -0.31640 hartree

Cartesian coordinates (Å):
C  0.73  2.06  1.14
C  0.10  1.52  -0.08
C  0.00  2.00  -1.36
N  -0.65  1.02  -2.09
C  -1.03  0.02  -1.17
N  -0.55  0.30  -0.01
H  0.10  2.08  2.03
H  1.03  3.10  0.91
H  1.70  1.56  1.34
H  0.34  2.86  -1.90
H  -0.50  1.01  -3.08
H  -1.77  -0.66  -1.53
C  0.03  -2.47  0.97
C  0.95  -3.34  1.84
H  -1.05  -2.50  1.16
H  0.23  -1.48  1.40
H  0.17  -2.41  -0.11
H  1.53  -2.65  2.44
H  1.65  -3.99  1.31
H  0.46  -3.98  2.56

=====

Density functional theory data (ωB97M-V/def2-TZVPD) for a cluster of 13 separate species, C4H30O14 in total.

Values from the calculation:
- Energy above the lowest of the compared OMol25 structures with the same formula, charge and spin: 0.0 kJ/mol
- Orbital gap: 10.3 eV
- HOMO level: -0.36921 hartree

Cartesian coordinates (Å):
O  -1.72  -2.34  -1.03
C  -2.17  -2.06  0.06
C  -1.84  -0.77  0.75
C  -3.01  -0.05  1.40
C  -2.65  1.36  1.77
O  -1.54  1.55  2.22
H  -2.98  -2.69  0.46
H  -1.07  -0.95  1.49
H  -1.43  -0.10  0.01
H  -3.36  -0.33  2.41
H  -3.95  -0.26  0.88
H  -3.36  2.19  1.69
H  -0.47  3.66  0.96
H  -0.04  2.84  -0.15
O  -0.76  3.46  0.06
H  2.41  2.76  -0.05
H  2.49  2.02  1.28
O  2.15  2.84  0.89
H  -3.44  2.89  -1.21
H  -2.22  2.77  -0.42
O  -3.00  2.22  -0.69
H  -0.58  -1.74  -2.23
H  0.87  -1.91  -1.90
O  0.30  -1.50  -2.57
H  -0.04  0.25  -1.91
H  -0.63  1.76  -2.05
O  0.10  1.21  -1.77
H  -0.63  -2.69  2.06
H  -0.89  -4.11  1.57
O  -1.32  -3.39  2.04
H  4.02  -0.97  -0.99
H  2.72  0.01  -0.81
O  3.22  -0.78  -0.51
H  3.05  1.71  -2.37
H  1.53  1.55  -1.76
O  2.52  1.68  -1.56
H  1.28  -0.36  -3.77
H  0.43  0.44  -4.71
O  1.17  0.55  -4.11
H  2.43  -2.27  -0.42
H  2.52  -3.73  0.22
O  2.01  -3.16  -0.36
H  0.39  0.79  2.85
H  1.74  1.28  3.56
O  1.34  0.65  2.95
H  1.58  -2.66  1.39
H  1.72  -1.43  2.28
O  1.14  -2.18  2.12

=====

Density functional theory data (ωB97M-V/def2-TZVPD) for a structure of composition C21H45F12N2O5P2Zn2.

Values from the calculation:
- Net charge: +1
- Orbital gap: 6.7 eV
- HOMO level: -0.45972 hartree

Cartesian coordinates (Å):
Zn  4.10  2.82  -2.31
Zn  6.36  0.61  -1.31
C  2.55  -0.83  -1.06
C  3.77  -0.25  -1.68
O  4.88  -0.80  -1.37
O  3.71  0.80  -2.38
H  1.62  -0.33  -1.34
H  2.51  -0.96  0.03
H  2.36  -1.81  -1.49
C  1.73  5.43  -3.99
C  2.53  4.41  -3.16
O  3.60  4.80  -2.63
O  2.22  3.24  -3.12
H  1.99  5.27  -5.03
H  1.96  6.46  -3.74
H  0.65  5.28  -4.02
C  6.07  3.50  -0.03
O  5.53  2.44  -0.84
H  5.45  4.36  0.23
H  6.60  3.19  0.87
H  6.81  4.00  -0.65
C  -0.20  -0.40  2.28
C  -0.25  -1.86  2.76
C  -1.73  -2.34  3.09
N  -1.90  -3.76  3.61
C  -1.36  -3.73  5.11
C  -1.32  -4.90  2.65
C  -2.47  -5.83  2.38
C  -3.51  -5.68  3.50
C  -3.49  -4.14  3.50
H  -0.66  0.30  2.98
H  -0.67  -0.47  1.30
H  0.87  -0.20  2.28
H  0.37  -2.00  3.64
H  0.21  -2.60  2.10
H  -2.34  -2.26  2.19
H  -2.16  -1.73  3.89
H  -0.27  -3.73  5.08
H  -1.87  -4.61  5.48
H  -1.65  -2.80  5.58
H  -0.42  -5.29  3.13
H  -1.01  -4.31  1.79
H  -2.27  -6.90  2.28
H  -2.89  -5.51  1.43
H  -3.12  -6.14  4.41
H  -4.46  -6.12  3.23
H  -3.94  -3.48  4.24
H  -3.90  -3.86  2.53
C  -1.37  5.41  -0.54
C  -2.00  4.39  -1.46
C  -1.62  2.95  -0.96
N  -2.05  1.78  -1.93
C  -3.57  1.90  -2.14
C  -1.27  1.66  -3.31
C  -1.63  0.24  -3.72
C  -1.35  -0.56  -2.43
C  -1.53  0.46  -1.34
H  -1.59  6.45  -0.79
H  -0.29  5.34  -0.66
H  -1.57  5.37  0.53
H  -1.78  4.60  -2.50
H  -3.06  4.51  -1.24
H  -2.02  2.67  0.02
H  -0.54  2.90  -0.81
H  -3.70  2.76  -2.80
H  -4.05  2.01  -1.17
H  -3.91  0.99  -2.64
H  -1.65  2.35  -4.07
H  -0.26  2.05  -3.22
H  -2.60  -0.07  -4.11
H  -0.98  0.05  -4.58
H  -2.05  -1.38  -2.23
H  -0.46  -1.18  -2.35
H  -2.23  0.23  -0.54
H  -0.64  0.67  -0.75
P  2.04  2.58  1.72
F  3.66  2.58  1.82
F  2.12  3.71  0.49
F  2.21  1.40  0.53
F  0.44  2.41  1.62
F  1.97  1.61  2.99
F  1.88  3.77  2.67
P  0.69  -4.81  -1.02
F  2.07  -5.67  -1.04
F  1.46  -3.62  -0.14
F  1.21  -4.11  -2.40
F  -0.75  -4.06  -1.20
F  0.00  -6.01  -1.94
F  0.15  -5.59  0.20

=====

Density functional theory data (ωB97M-V/def2-TZVPD) for a cluster of 2 separate species, C3H3F2NO in total.

Values from the calculation:
- Energy above the lowest of the compared OMol25 structures with the same formula, charge and spin: 246.4 kJ/mol
- Orbital gap: 10.6 eV
- HOMO level: -0.43254 hartree

Cartesian coordinates (Å):
C  1.16  -0.82  -0.26
C  -0.14  1.17  0.26
C  -0.20  -0.26  -0.17
N  2.16  -1.37  -0.44
O  -1.20  -0.79  -0.74
F  0.14  1.90  -0.87
F  -0.27  -1.09  1.59
H  0.66  1.47  0.82
H  -1.21  1.56  0.62
H  -1.09  -1.77  -0.81

=====

Density functional theory data (ωB97M-V/def2-TZVPD) for a cluster of 2 separate species, C5H5Br2NO in total.

Values from the calculation:
- Energy above the lowest of the compared OMol25 structures with the same formula, charge and spin: 0.0 kJ/mol
- Orbital gap (spin up / spin down): 7.6 / 4.3 eV
- HOMO level (spin up / spin down): -0.35951 / -0.29386 hartree

Cartesian coordinates (Å):
C  1.90  0.16  0.93
C  0.72  0.81  0.87
C  1.87  -0.95  -0.04
C  -0.09  0.20  -0.13
C  -1.42  0.56  -0.57
N  0.59  -0.85  -0.64
O  2.68  -1.78  -0.33
Br  -3.96  -1.36  0.11
Br  -1.96  2.36  -0.10
H  2.75  0.37  1.55
H  0.41  1.67  1.44
H  -2.20  -0.12  -0.11
H  -1.56  0.43  -1.65
H  0.26  -1.49  -1.34

=====

Density functional theory data (ωB97M-V/def2-TZVPD) for a structure of composition C35H39ClN6O7Tl.

Values from the calculation:
- Energy above the lowest of the compared OMol25 structures with the same formula, charge and spin: 21.1 kJ/mol
- Net charge: +1
- Orbital gap: 7.7 eV
- HOMO level: -0.39344 hartree

Cartesian coordinates (Å):
Tl  2.06  0.41  3.13
O  1.55  4.73  1.03
C  1.63  3.72  1.88
O  2.41  2.80  1.79
C  0.61  3.80  3.00
C  -0.16  4.93  3.22
C  -1.04  4.92  4.29
C  -1.13  3.77  5.07
C  -0.32  2.69  4.75
N  0.54  2.71  3.75
C  -0.32  1.41  5.55
O  -1.46  1.06  6.16
O  0.65  0.70  5.62
H  2.15  4.56  0.28
H  -0.07  5.79  2.57
H  -1.65  5.78  4.51
H  -1.79  3.75  5.93
H  -2.19  1.65  5.92
C  3.32  -3.90  1.25
C  3.98  -2.69  0.72
O  3.16  -1.70  0.31
C  5.27  -2.32  0.54
C  5.23  -1.03  -0.02
C  6.32  -0.11  -0.45
N  3.97  -0.68  -0.13
N  3.51  0.45  -0.70
C  2.28  0.85  -0.39
O  1.47  0.32  0.39
C  1.88  2.10  -1.13
C  0.53  2.37  -1.31
C  0.12  3.53  -1.96
C  1.07  4.44  -2.41
C  2.42  4.18  -2.23
C  2.83  3.01  -1.60
H  2.63  -3.64  2.05
H  4.07  -4.59  1.64
H  2.76  -4.40  0.46
H  6.15  -2.90  0.77
H  7.28  -0.60  -0.35
H  6.31  0.79  0.16
H  6.16  0.18  -1.48
H  -0.20  1.66  -0.95
H  -0.93  3.73  -2.10
H  0.75  5.35  -2.91
H  3.16  4.89  -2.58
H  3.88  2.80  -1.46
C  -0.40  -3.16  0.51
C  -1.68  -3.28  -0.33
C  -2.69  -4.14  0.44
C  -1.30  -4.04  -1.61
C  -2.33  -1.90  -0.68
O  -3.49  -2.11  -1.49
C  -1.38  -0.87  -1.34
C  -1.06  -0.98  -2.84
C  -2.18  -0.60  -3.77
C  -2.77  0.66  -3.72
C  -3.81  1.00  -4.57
C  -4.28  0.07  -5.48
Cl  -5.59  0.49  -6.53
C  -3.71  -1.19  -5.56
C  -2.66  -1.51  -4.71
C  -3.01  -1.23  0.54
N  -2.15  -0.91  1.67
C  -1.09  -0.11  1.73
N  -0.52  -0.19  2.92
C  -1.31  -1.09  3.57
N  -2.30  -1.55  2.85
H  0.01  -4.17  0.64
H  -0.57  -2.77  1.51
H  0.37  -2.55  0.03
H  -2.29  -5.15  0.54
H  -3.63  -4.20  -0.10
H  -2.87  -3.76  1.44
H  -1.04  -5.07  -1.35
H  -0.43  -3.61  -2.10
H  -2.13  -4.09  -2.32
H  -3.26  -2.11  -2.42
H  -0.44  -0.85  -0.79
H  -1.85  0.11  -1.19
H  -0.72  -1.98  -3.10
H  -0.21  -0.32  -3.03
H  -2.41  1.39  -3.01
H  -4.26  1.98  -4.52
H  -4.08  -1.90  -6.28
H  -2.21  -2.50  -4.78
H  -3.78  -1.89  0.92
H  -3.50  -0.32  0.19
H  -0.72  0.49  0.91
H  -1.14  -1.40  4.59

=====

Density functional theory data (ωB97M-V/def2-TZVPD) for a structure of composition C42H52BrF4GeN9ORbS3Si3.

Values from the calculation:
- Expectation value of S²: 0.780
- Spin multiplicity: 2
- Energy above the lowest of the compared OMol25 structures with the same formula, charge and spin: 27.4 kJ/mol
- Net charge: -2
- Orbital gap (spin up / spin down): 4.6 / 4.4 eV
- HOMO level (spin up / spin down): -0.07030 / -0.07028 hartree

Cartesian coordinates (Å):
Rb  -1.28  -0.01  -1.15
C  -0.60  4.64  -3.15
C  -0.48  4.55  -1.64
N  -0.45  3.18  -1.15
C  0.65  2.40  -1.70
C  2.07  2.88  -1.41
C  -0.59  3.11  0.30
C  -2.06  3.18  0.75
N  -2.80  2.08  0.18
C  -4.11  2.05  0.24
C  -4.80  1.01  -0.47
F  -4.04  0.15  -1.20
C  -6.16  0.86  -0.50
F  -6.68  -0.17  -1.21
C  -7.02  1.71  0.18
C  -6.40  2.74  0.87
F  -7.17  3.61  1.56
C  -5.04  2.92  0.91
F  -4.57  3.95  1.67
H  -0.84  5.67  -3.45
H  -1.40  3.98  -3.50
H  0.32  4.37  -3.66
H  -1.35  5.03  -1.18
H  0.41  5.11  -1.30
H  0.51  2.34  -2.78
H  0.56  1.38  -1.31
H  2.24  3.89  -1.79
H  2.78  2.22  -1.89
H  2.27  2.87  -0.34
H  -0.04  3.92  0.81
H  -0.16  2.17  0.66
H  -2.47  4.15  0.44
H  -2.06  3.18  1.85
H  -8.09  1.59  0.17
O  2.10  -4.96  -5.65
C  1.38  -4.12  -4.86
C  0.72  -3.01  -5.36
C  0.04  -2.20  -4.47
N  -0.05  -2.45  -3.16
C  0.59  -3.51  -2.72
Br  0.48  -3.83  -0.86
C  1.33  -4.39  -3.50
H  2.12  -4.61  -6.54
H  0.78  -2.74  -6.41
H  -0.43  -1.28  -4.82
H  1.85  -5.23  -3.07
S  -0.28  1.37  -5.53
C  1.29  1.95  -5.51
C  1.49  3.21  -6.21
N  1.63  4.20  -6.77
C  2.42  1.35  -4.91
S  2.44  -0.08  -4.05
C  3.70  2.02  -5.08
N  4.72  2.52  -5.20
S  -6.42  -5.72  2.38
N  -5.51  -4.55  3.05
C  -4.84  -3.99  2.06
C  -3.89  -2.90  2.20
C  -3.65  -2.25  3.41
C  -2.74  -1.23  3.45
C  -2.05  -0.91  2.28
N  -2.27  -1.51  1.12
C  -3.20  -2.47  1.06
C  -3.52  -3.03  -0.27
N  -2.90  -2.50  -1.34
C  -3.24  -2.92  -2.54
C  -4.18  -3.92  -2.77
C  -4.80  -4.50  -1.69
C  -4.47  -4.05  -0.41
C  -5.11  -4.56  0.79
N  -5.99  -5.55  0.83
H  -4.20  -2.56  4.29
H  -2.53  -0.68  4.36
H  -1.28  -0.14  2.28
H  -2.72  -2.46  -3.37
H  -4.42  -4.23  -3.79
H  -5.54  -5.28  -1.80
C  1.15  2.51  4.06
Si  2.71  2.11  3.05
C  3.13  3.73  2.16
C  4.10  1.99  4.34
Ge  2.23  0.20  1.66
Si  4.35  -0.38  0.69
C  4.19  -2.07  -0.16
C  4.93  0.79  -0.67
C  5.84  -0.51  1.85
Si  2.14  -1.49  3.38
C  1.55  -3.15  2.65
C  3.67  -1.94  4.40
C  0.81  -1.14  4.69
H  1.06  3.58  4.27
H  1.16  1.97  5.01
H  0.25  2.20  3.51
H  3.21  4.53  2.90
H  2.37  4.01  1.43
H  4.09  3.65  1.63
H  4.16  2.91  4.94
H  5.07  1.83  3.86
H  3.93  1.15  5.02
H  3.48  -2.00  -0.98
H  3.83  -2.83  0.54
H  5.15  -2.40  -0.56
H  4.30  0.69  -1.56
H  5.96  0.55  -0.97
H  4.90  1.84  -0.36
H  5.68  -1.24  2.64
H  6.03  0.46  2.34
H  6.75  -0.79  1.30
H  2.30  -3.61  2.01
H  0.65  -2.98  2.05
H  1.30  -3.86  3.45
H  4.41  -2.47  3.79
H  3.41  -2.59  5.25
H  4.16  -1.04  4.80
H  -0.16  -1.49  4.34
H  0.71  -0.07  4.93
H  1.04  -1.67  5.62